1.
The following is a DFT calculation (the ωB97M-V functional and the def2-TZVPD basis) of a molecular structure, C4H5N3 at a distorted geometry.

## Properties
- E_HOMO (eV) = -9.82
- energy (eV) = -8696.3767
- Kohn-Sham gap (Ha) = 0.3409

```
12
Properties=species:S:1:pos:R:3:nbo_charge:R:1
N 2.7228 0.2428 1.0650 -0.524
N -1.8229 -0.1103 0.1707 -0.406
N 0.1673 0.9458 0.0642 -0.596
C -1.1464 0.8968 0.5502 0.247
C -0.9091 -0.9236 -0.6279 -0.335
C 0.4696 -0.2589 -0.4995 0.160
C 2.0094 -0.6366 0.7626 0.046
H -1.2686 -0.9567 -1.6722 0.246
H -1.5152 1.6900 1.1945 0.210
H 1.2329 -0.3586 -1.2498 0.245
H 0.9492 1.4160 0.5034 0.454
H -0.8890 -1.9468 -0.2611 0.253
```

=====

2.
The following is a DFT calculation (the ωB97M-V functional and the def2-TZVPD basis) of C4H5N3 in the gas phase at a distorted geometry.

## Properties
- E_HOMO (eV) = -9.44
- energy (eV) = -8696.9122
- Kohn-Sham gap (Ha) = 0.3297
- SMILES = N/N=C1/C=CC=N1

```
12
Properties=species:S:1:pos:R:3:nbo_charge:R:1
N 0.2915 1.0631 -0.0899 -0.457
N 2.5409 -0.4511 0.0597 -0.650
N 1.2353 -1.1562 0.0770 -0.187
C -1.9148 0.2781 0.1632 -0.308
C -1.2245 -0.8656 0.2346 -0.182
C 0.2702 -0.3387 0.0795 0.298
C -0.9616 1.3691 -0.0549 0.115
H 3.1157 -1.2030 -0.2742 0.352
H -2.9756 0.4670 0.2529 0.223
H -1.7288 -1.8476 0.4037 0.242
H 2.6358 0.2971 -0.6530 0.363
H -1.2840 2.3880 -0.1986 0.190
```

=====

3.
The following is a DFT calculation (the ωB97M-V functional and the def2-TZVPD basis) of a molecular structure, C4H5N3 at a distorted geometry.

## Properties
- E_HOMO (eV) = -9.49
- energy (eV) = -8696.3917
- Kohn-Sham gap (Ha) = 0.3464

```
12
Properties=species:S:1:pos:R:3:nbo_charge:R:1
N -0.8522 -0.8541 -0.1233 -0.468
N 0.2501 1.1145 0.8336 -0.366
N -1.7494 0.5700 1.6758 -0.851
C -0.6498 0.2113 0.7527 0.494
C -0.0091 -1.1739 -1.0613 0.141
C 1.2864 -0.5695 -1.2079 -0.379
C 1.5172 0.4508 -0.3236 0.028
H -2.4488 1.1039 1.1676 0.373
H 1.9474 -0.9552 -2.0171 0.241
H -0.3483 -1.9416 -1.7727 0.195
H -1.5423 1.1113 2.5326 0.388
H 2.4982 0.9446 -0.3990 0.204
```

=====

4.
The following is a DFT calculation (the ωB97M-V functional and the def2-TZVPD basis) of C4H5N3 in the gas phase at a distorted geometry.

## Properties
- E_HOMO (eV) = -9.17
- energy (eV) = -8697.0279
- Kohn-Sham gap (Ha) = 0.3601
- SMILES = N#C[C@H]1CN=CN1

```
12
Properties=species:S:1:pos:R:3:nbo_charge:R:1
N -0.0249 -0.8039 -0.8304 -0.625
N 1.4883 0.8648 -0.6633 -0.446
N -2.3560 -1.0291 1.8677 -0.315
C 1.0532 -0.1058 -1.3613 0.258
C -1.4596 -0.6571 1.2332 0.218
C -0.5379 -0.0691 0.3034 -0.138
C 0.6890 0.8682 0.5720 -0.248
H -0.3539 -1.6933 -1.1637 0.420
H 0.3045 1.8624 0.7680 0.218
H -1.6176 0.5642 0.2082 0.239
H 1.3492 0.5794 1.4023 0.215
H 1.4656 -0.3807 -2.3362 0.203
```

=====

5.
The following is a DFT calculation (the ωB97M-V functional and the def2-TZVPD basis) of a molecular structure, C4H5N3O at a distorted geometry.

## Properties
- E_HOMO (eV) = -10.03
- energy (eV) = -10740.7619
- Kohn-Sham gap (Ha) = 0.3781

```
13
Properties=species:S:1:pos:R:3:nbo_charge:R:1
O -2.2046 -0.9311 -0.4974 -0.717
N 1.5030 -1.5897 0.0729 -0.208
N 2.3957 -0.4641 0.0170 -0.195
N 1.9364 0.7056 -0.3018 -0.212
C 0.4108 -0.8469 -0.0772 0.078
C -1.0605 -0.4543 0.3547 0.093
C 0.7474 0.5013 -0.2684 0.104
C -0.6003 1.0984 0.0507 -0.445
H 3.2378 -0.8009 -0.7182 0.385
H -3.1671 -0.2646 -0.2811 0.471
H -1.3367 -0.2872 1.4739 0.197
H -1.1283 1.5631 -0.8204 0.227
H -0.7335 1.7704 0.9953 0.222
```

=====

6.
The following is a DFT calculation (the ωB97M-V functional and the def2-TZVPD basis) of a molecular structure, C4H5N3O at a distorted geometry.

## Properties
- E_HOMO (eV) = -9.15
- energy (eV) = -10741.2154
- Kohn-Sham gap (Ha) = 0.3529

```
13
Properties=species:S:1:pos:R:3:nbo_charge:R:1
O -2.8338 -0.9680 -1.6085 -0.623
N -0.8840 -1.4953 -0.1805 -0.377
N -0.0037 -0.4517 0.3031 -0.178
N -1.0071 0.5754 -1.2917 -0.536
C 1.4418 0.0390 1.0744 -0.151
C 0.1096 0.6436 -0.4165 0.351
C -1.6565 -0.5958 -0.9841 0.579
C 1.1713 1.2334 0.3477 -0.522
H 0.6253 1.9650 1.0380 0.248
H 1.3667 -0.2647 2.3804 0.258
H 2.4579 -0.4751 0.5712 0.223
H -2.9350 -1.7369 -1.1560 0.478
H 2.1475 1.5310 -0.0775 0.250
```

=====

> Which value of E_HOMO does entry 6 give?

-9.15 eV